This record from the Open Molecules 2025 dataset describes 9 unconnected molecules or ions with the total composition C42H51N7O5 in a non-equilibrium geometry. The level of theory is wB97M-V/def2-TZVPD.

```
105
Properties=species:S:1:pos:R:3:forces:R:3:lowdin_charge:R:1
C 0.02675 -4.76236 -5.84132 -0.7 0.8 -0.9 -0.025
O 1.34273 -4.49255 -5.40656 1.3 -2.2 -0.5 0.027
C 1.71565 -3.50703 -4.66074 -2.4 3.0 0.7 -0.682
O 0.96799 -2.61008 -4.30974 0.0 0.0 0.2 0.085
O 2.97884 -3.53068 -4.37731 2.5 -0.8 0.5 0.007
C 3.65605 -2.41134 -3.73129 -0.1 0.1 -0.8 0.002
H -0.13609 -5.83983 -5.86648 0.1 0.2 0.4 0.099
H -0.03674 -4.41143 -6.87132 0.1 -0.1 -0.2 0.095
H -0.75421 -4.20330 -5.32590 0.3 -0.2 0.5 0.097
H 3.42676 -1.50744 -4.29564 -0.3 0.1 0.3 0.099
H 4.72966 -2.56622 -3.83834 -0.2 -0.5 -0.2 0.094
H 3.47988 -2.29545 -2.66189 -0.6 -0.2 -0.2 0.084
C 0.68429 3.79765 -2.19284 -0.5 0.3 0.1 -0.084
C 1.18177 3.14842 -1.08877 0.2 0.3 0.6 -0.074
C 1.37732 3.89190 0.06191 0.2 -0.9 0.6 -0.164
N 1.14613 5.17965 0.20118 -0.3 1.1 -0.1 0.059
C 0.64967 5.82715 -0.84964 -0.7 -1.3 -1.7 -0.149
C 0.33814 5.15248 -2.07414 1.0 0.0 0.9 -0.060
H 0.52247 3.19887 -3.07696 -0.2 0.3 -0.3 0.095
H 1.40187 2.09262 -1.03185 0.0 -0.1 -0.3 0.092
H 1.72050 3.37780 0.94754 0.2 0.0 0.2 0.097
H 0.40325 6.87450 -0.75623 0.1 0.1 0.2 0.097
H -0.06836 5.67364 -2.92827 -0.1 0.2 0.1 0.091
C -3.55642 4.17365 -1.01343 1.3 0.8 1.5 -0.081
C -2.62996 4.20062 0.05692 -0.5 -1.3 1.4 -0.052
C -3.01030 3.74661 1.36726 -1.1 0.6 -3.2 -0.136
N -4.25679 3.28640 1.55826 0.8 -0.6 0.3 0.031
C -5.12236 3.21543 0.53148 0.9 1.7 0.6 -0.144
C -4.85571 3.80766 -0.72463 -0.4 -1.4 0.6 -0.080
H -3.22170 4.51579 -1.98158 -0.2 0.0 -0.2 0.092
H -1.57016 4.39835 -0.00715 0.0 0.4 -0.7 0.071
H -2.26412 3.74023 2.14800 -0.3 0.0 0.4 0.103
H -6.06790 2.83451 0.88823 -0.4 -0.1 -0.7 0.096
H -5.63628 3.84424 -1.47012 0.0 0.0 -0.1 0.092
C -3.19879 1.38089 5.87212 0.1 -0.6 -0.1 -0.074
C -3.22612 0.57372 4.71460 0.9 -0.3 1.4 -0.054
C -2.28950 -0.47983 4.67617 -0.7 0.8 0.3 -0.153
N -1.37922 -0.70207 5.63521 -0.6 -0.8 -0.4 0.052
C -1.49057 -0.04891 6.77962 0.1 1.0 -1.1 -0.159
C -2.39381 1.01113 6.94672 0.9 -0.2 -0.3 -0.069
H -3.79184 2.28272 5.90937 -0.2 0.0 0.1 0.100
H -3.95656 0.77739 3.94559 0.2 -0.1 -0.3 0.092
H -2.28395 -1.16688 3.84290 0.2 0.0 -0.2 0.083
H -0.66842 -0.23142 7.45575 -0.3 -0.1 0.6 0.102
H -2.23545 1.58485 7.84792 -0.6 0.3 0.0 0.096
C -3.78041 1.26417 -6.46780 0.4 0.4 -1.1 -0.083
C -2.52058 1.85459 -6.60224 -0.4 0.3 1.0 -0.063
C -2.14130 2.70179 -5.57428 -0.2 -0.3 1.7 -0.141
N -2.88012 2.94146 -4.44635 0.0 -0.9 -1.2 0.051
C -4.04860 2.28045 -4.33736 0.9 1.2 -0.4 -0.148
C -4.54239 1.46031 -5.34179 -0.2 0.0 0.2 -0.072
H -4.20043 0.78361 -7.33904 0.0 -0.5 0.1 0.105
H -1.84369 1.67031 -7.42337 -0.2 0.0 -0.2 0.102
H -1.15368 3.13383 -5.50827 0.1 0.3 -0.4 0.093
H -4.60411 2.57489 -3.45923 -0.3 -0.4 0.2 0.084
H -5.51644 0.99953 -5.26900 -0.1 0.0 0.1 0.104
C 1.67356 -4.40990 -1.25702 0.1 -2.3 0.4 -0.070
C 0.89945 -4.51377 -0.09577 0.5 1.5 -0.3 -0.068
C 1.05590 -5.54322 0.82539 1.0 -0.9 -0.5 -0.140
N 1.87503 -6.59527 0.61255 0.9 0.7 -2.0 0.054
C 2.57967 -6.58171 -0.57369 -1.6 1.6 0.5 -0.113
C 2.47791 -5.52417 -1.54066 0.2 -0.7 1.4 -0.060
H 1.62356 -3.58033 -1.94673 -0.2 0.1 0.1 0.071
H 0.31084 -3.62579 0.08143 -0.4 -0.2 0.6 0.081
H 0.62801 -5.56957 1.81667 -0.5 0.3 -0.2 0.081
H 3.24920 -7.41259 -0.74037 0.0 -0.1 0.0 0.090
H 3.06766 -5.58243 -2.44354 0.1 0.0 -0.1 0.088
C -0.39719 -3.52674 3.15736 0.8 0.7 -0.3 -0.115
C 0.91177 -2.91273 3.13334 -1.9 -2.0 0.5 -0.078
C 1.88794 -3.53414 3.89291 -1.0 -0.3 0.7 -0.141
N 1.65343 -4.62656 4.71632 -1.3 1.5 -1.3 0.060
C 0.38271 -5.09268 4.71988 0.4 -0.1 -0.4 -0.149
C -0.72190 -4.63113 3.92881 2.8 0.6 -0.1 -0.069
H -1.14567 -3.13227 2.48612 -0.1 0.2 -0.1 0.090
H 1.07613 -2.10626 2.43405 0.2 0.2 0.2 0.071
H 2.85869 -3.06101 3.87916 0.4 -0.5 0.2 0.092
H 0.27211 -5.95364 5.36248 -0.2 -0.2 0.1 0.091
H -1.63300 -5.17899 3.73871 -0.1 0.0 0.6 0.100
C -1.35547 0.74080 -1.57480 1.2 -1.3 -1.1 -0.055
C -1.77263 0.94221 -0.30438 -0.3 0.1 1.0 -0.089
C -1.07729 0.36690 0.75219 1.4 -1.8 -1.1 -0.111
N 0.01249 -0.44489 0.54976 -0.7 0.6 -0.4 0.069
C 0.41837 -0.68528 -0.74780 -0.9 1.5 1.9 -0.157
C -0.22812 -0.11726 -1.80962 -1.4 1.0 -0.5 -0.061
H -1.95290 1.20557 -2.34517 0.3 -0.1 -0.5 0.090
H -2.66272 1.52565 -0.12064 0.0 0.1 0.1 0.083
H -1.50346 0.45685 1.74046 0.5 0.0 0.4 0.088
H 1.34924 -1.20358 -0.92459 0.0 -0.5 0.4 0.094
H 0.12101 -0.35975 -2.80244 -0.1 0.1 -0.2 0.093
C 1.53048 0.77750 4.12037 0.9 -1.0 0.0 -0.087
O 2.71219 1.41419 3.59866 -0.5 0.2 0.4 -0.173
C 3.25068 0.82199 2.43803 1.1 0.0 -0.3 -0.207
C 4.62450 1.46285 2.03483 -2.1 1.0 0.1 -0.167
O 4.34864 2.71547 1.39129 0.5 -0.1 -0.3 -0.207
C 5.52706 3.36602 0.93280 -0.1 -0.7 -0.5 -0.114
H 0.69841 0.71872 3.41872 0.0 0.3 -0.2 0.070
H 1.20001 1.14680 5.09120 0.2 1.0 -0.4 0.081
H 1.77889 -0.24108 4.41848 0.1 -0.5 -0.4 0.069
H 2.53082 0.83177 1.61962 0.0 0.3 -0.3 0.104
H 3.51638 -0.22922 2.54961 -0.2 -0.5 0.6 0.109
H 5.15816 0.80341 1.35039 0.1 -0.2 0.0 0.117
H 5.19713 1.65309 2.94257 0.2 -0.2 0.1 0.124
H 6.18975 3.60854 1.76355 0.0 0.5 0.0 0.087
H 5.28745 4.18340 0.25266 -0.4 0.5 0.8 0.087
H 6.09853 2.74723 0.24097 0.2 -0.7 0.1 0.075
```
Positions in Å, forces in eV/Å.

The calculation puts the LUMO energy at 0.31 eV. The structure (SMILES) is COC(=O)OC.c1ccncc1.c1ccncc1.c1ccncc1.c1ccncc1.c1ccncc1.c1ccncc1.c1ccncc1.COCCOC.

This record from the Open Molecules 2025 dataset describes a molecular structure, C42H52Cl3CsGe2N5O2S3Si in a non-equilibrium geometry. The level of theory is wB97M-V/def2-TZVPD.

```
111
Properties=species:S:1:pos:R:3:forces:R:3:mulliken_spin:R:1
Cs 0.91270 0.53550 0.88032 -1.3 -2.4 0.3 0.039
N 0.59564 3.17089 4.12725 -0.2 -0.2 -0.4 0.016
C -0.06415 1.95173 3.79294 -0.1 -0.3 0.5 0.045
S -1.73443 2.07301 3.29062 0.2 0.2 -0.5 0.030
N 0.65716 0.90162 4.01430 0.9 0.2 0.3 -0.039
N 0.39731 -0.30337 3.43421 -0.8 -0.2 0.5 0.301
C 0.73415 -1.42973 4.07785 0.2 0.3 -0.1 0.141
C 1.19357 -1.45426 5.49584 0.1 0.1 -0.1 -0.012
C 2.28388 -0.69350 5.93832 0.0 -0.1 0.1 0.021
C 2.68437 -0.71976 7.26933 -0.1 -0.1 -0.1 -0.009
C 1.99738 -1.49612 8.19994 -0.1 0.0 -0.1 0.012
C 0.90261 -2.24455 7.77922 0.1 0.0 -0.1 -0.008
C 0.50980 -2.22203 6.44436 0.1 0.0 0.1 0.017
C 0.66762 -2.65611 3.34367 -0.3 -0.1 -0.2 0.110
C 1.38613 -3.82876 3.75493 -0.3 0.2 -0.1 0.017
C 1.35533 -4.96026 2.99108 -0.2 0.0 -0.2 0.028
C 0.58774 -4.97881 1.79735 0.1 0.0 0.1 0.164
C -0.07921 -3.81148 1.46098 0.1 0.2 0.3 -0.071
N -0.05913 -2.67848 2.16200 0.2 -0.1 0.1 0.128
H -0.04520 3.90077 4.39275 -0.1 -0.1 0.2 0.000
H 1.37721 3.03316 4.75353 -0.1 -0.1 0.1 0.013
H 2.81407 -0.08732 5.21747 0.0 0.0 0.0 0.009
H 3.54666 -0.14032 7.58550 0.0 0.0 0.0 -0.001
H 2.30621 -1.50824 9.24034 0.0 0.0 0.0 0.003
H 0.35111 -2.84528 8.49734 0.0 0.0 -0.1 -0.001
H -0.34808 -2.79961 6.11653 0.0 0.0 0.0 0.002
H 1.99410 -3.78943 4.64998 0.0 0.0 0.0 0.014
H 1.93544 -5.83074 3.28264 0.0 0.1 0.0 0.009
H 0.54363 -5.85259 1.15630 0.0 0.1 0.1 0.023
H -0.68508 -3.78472 0.55355 0.1 0.0 0.1 -0.017
O -0.99896 1.60412 -1.95845 0.1 0.0 -0.4 -0.005
S -1.52774 2.61587 -2.91916 0.0 0.0 0.3 0.000
C -0.10108 3.41855 -3.72584 0.1 -0.1 0.1 0.000
C 1.14089 3.47454 -2.85081 -0.1 0.2 0.1 0.000
C 1.22482 4.71470 -1.96105 0.0 0.0 -0.1 0.000
C 2.56578 4.82099 -1.24163 0.0 0.0 0.0 0.000
S 2.58484 3.79424 0.26748 -0.1 0.0 0.0 -0.002
O 1.56180 2.71886 0.04475 1.0 2.5 -0.6 0.003
C 1.83107 5.00884 1.33569 -0.1 -0.1 0.1 0.004
C 2.64129 5.90868 2.00077 0.2 0.4 0.1 0.000
C 2.06453 6.83855 2.85744 0.3 0.0 -0.2 0.000
C 0.68926 6.85002 3.04278 0.0 0.1 0.2 0.000
C -0.10242 5.91997 2.40067 -0.2 -0.2 -0.3 0.001
C 0.47156 4.98390 1.54430 -0.4 -0.1 0.1 -0.006
C -2.08545 3.95808 -1.86769 -0.2 -0.1 0.0 0.005
C -2.20569 3.68028 -0.51852 0.1 -0.1 0.3 -0.001
C -2.75216 4.63420 0.33648 0.0 -0.2 0.1 0.010
C -3.17639 5.85006 -0.16759 0.0 0.1 -0.1 0.000
C -3.07609 6.11198 -1.53080 0.1 -0.1 -0.2 0.000
C -2.54336 5.15689 -2.38977 -0.1 0.3 0.0 0.000
H -0.43778 4.40487 -4.06320 0.0 -0.1 0.0 0.000
H 0.06746 2.78364 -4.59750 0.0 0.0 0.0 0.000
H 2.01886 3.43664 -3.49898 0.0 0.0 -0.1 0.000
H 1.16852 2.57770 -2.23645 0.1 0.0 0.0 0.000
H 0.41792 4.70769 -1.22254 0.0 0.0 -0.1 0.000
H 1.08913 5.61408 -2.57051 0.0 0.0 0.0 0.000
H 2.77203 5.83776 -0.90256 0.1 0.0 -0.1 0.000
H 3.39749 4.47506 -1.85887 -0.1 0.0 -0.1 0.000
H 3.71542 5.88379 1.84595 0.0 0.0 0.1 0.000
H 2.68890 7.55133 3.38037 0.0 0.0 0.0 0.000
H 0.24089 7.56777 3.72101 0.0 0.0 0.0 0.000
H -1.17062 5.88974 2.58008 0.0 0.0 0.0 0.002
H -0.12889 4.21055 1.07662 0.0 0.0 0.1 0.000
H -1.86595 2.71912 -0.13426 -0.1 0.2 0.0 -0.006
H -2.84175 4.40072 1.39557 0.1 -0.1 -0.1 -0.006
H -3.59669 6.59674 0.49668 0.0 0.0 0.0 0.000
H -3.41911 7.06023 -1.92690 0.0 0.0 0.0 0.000
H -2.48567 5.34984 -3.45740 0.0 0.0 0.1 0.000
C -3.66870 -3.32816 -2.44027 -0.2 -0.2 -0.1 0.000
Si -2.42586 -1.92638 -2.34581 0.2 -0.3 0.1 0.001
C -0.71676 -2.65476 -2.13502 0.2 0.0 -0.1 0.000
C -2.42988 -1.06146 -4.02418 0.0 0.2 0.0 0.000
C -3.50376 -1.12282 -4.91251 0.0 0.1 -0.1 0.000
C -3.44706 -0.51795 -6.16780 0.0 0.0 0.1 0.000
C -2.30050 0.15685 -6.56195 0.0 0.0 0.1 0.000
C -1.21181 0.21858 -5.69960 0.0 0.0 0.2 0.000
C -1.27913 -0.37991 -4.44413 0.1 0.0 -0.1 0.000
H -3.43550 -4.00327 -3.27404 -0.1 0.1 0.1 0.000
H -4.69590 -2.95885 -2.57183 0.2 -0.1 0.0 0.000
H -3.63935 -3.91290 -1.51087 0.0 0.1 -0.2 0.000
H -0.22856 -2.85604 -3.09540 -0.1 0.0 0.1 0.000
H -0.75994 -3.59698 -1.58203 0.0 0.1 0.0 -0.003
H -0.07599 -1.96999 -1.56825 0.0 -0.1 0.0 0.001
H -4.40403 -1.66178 -4.62733 0.1 0.1 0.0 0.000
H -4.29587 -0.57854 -6.84067 0.0 0.0 0.0 0.000
H -2.25264 0.62783 -7.53822 0.0 0.0 0.0 0.000
H -0.30141 0.72428 -6.00843 0.0 0.0 0.0 0.000
H -0.41298 -0.33070 -3.78609 -0.1 0.0 -0.1 0.000
Cl 4.21122 -5.16506 0.55404 -0.1 0.0 0.0 0.001
Ge 3.05760 -3.62006 -0.67215 0.1 -0.2 0.2 0.005
Cl 3.10995 -1.87669 0.80959 0.4 -0.3 -0.1 0.002
Cl 5.06179 -2.97003 -1.85932 -0.3 0.3 -0.2 0.001
N 3.14884 -0.39297 -3.00817 1.3 -1.5 0.8 0.001
C 2.45654 0.41404 -3.45341 -0.5 0.5 -0.4 0.000
H 3.77410 -1.15138 -2.63057 -0.6 0.7 -0.3 0.000
C -4.67769 1.22082 0.64606 0.1 0.2 0.1 0.006
Ge -4.64480 -0.35733 -0.49557 -0.1 0.0 0.0 -0.001
C -5.65256 0.04301 -2.13649 0.0 0.0 -0.2 0.000
C -5.58055 -1.81171 0.41844 0.0 -0.2 0.1 0.000
C -2.80648 -0.83864 -0.89571 0.1 0.2 0.1 -0.005
H -5.67538 1.38163 1.06825 0.1 0.0 0.0 0.000
H -4.39857 2.10825 0.06722 -0.1 -0.1 0.1 -0.001
H -3.95756 1.11416 1.46655 -0.1 0.0 -0.1 -0.002
H -6.66029 0.39118 -1.89135 0.1 0.0 0.0 0.000
H -5.73804 -0.84617 -2.77119 0.0 0.1 0.1 0.000
H -5.14282 0.82260 -2.71416 -0.1 -0.1 0.0 0.000
H -6.63858 -1.55876 0.53942 0.1 0.0 0.0 0.000
H -5.14353 -1.97024 1.40824 0.0 0.0 -0.1 0.000
H -5.50816 -2.74692 -0.14604 0.0 0.1 0.1 0.000
H -2.39432 -1.30709 0.01130 0.0 0.0 -0.1 0.006
H -2.27379 0.10978 -1.02644 0.1 -0.1 0.0 0.002
```
Positions in Å, forces in eV/Å.

The calculation puts the LUMO energy (alpha / beta) at 3.04 / 3.04 eV. The energy above the lowest of the compared OMol25 structures with the same formula, charge and spin is 148.9 kJ/mol. As for the spin multiplicity: 2. As for the total charge: -2. The expectation value of S² is 0.776.